# C6H12O

A 2-piece molecular cluster, C6H12O overall at a distorted geometry (wB97M-V/def2-TZVPD, OMol25).

Last columns: bonded neighbours and bond lengths (Å).
Element x y z (Å)
1 C -1.13160 -2.01374 -2.53417  C2 1.338, H7 1.082, H8 1.095
2 C -0.45542 -0.90609 -2.20887  C1 1.338, C3 1.525, H9 1.093
3 C -1.01871 0.50644 -2.31880  C2 1.525, C4 1.506, H10 1.090, H11 1.086
4 C -1.37821 1.00071 -0.94220  C3 1.506, C5 1.343, H12 1.100
5 C -0.78035 0.99845 0.26000  C4 1.343, C6 1.478, H13 1.112
6 C -0.59540 2.09064 1.23841  C5 1.478, H14 1.109, H15 1.090, H16 1.099
7 H -2.19671 -2.09133 -2.36187  C1 1.082
8 H -0.48211 -2.88610 -2.66387  C1 1.095
9 H 0.49526 -0.96450 -1.67198  C2 1.093
10 H -1.98234 0.41749 -2.81980  C3 1.090
11 H -0.26102 1.04316 -2.88292  C3 1.086
12 H -2.24831 1.66051 -0.81175  C4 1.100
13 H -0.20101 0.05695 0.37904  C5 1.112
14 H -0.96331 2.98458 0.69405  C6 1.109
15 H 0.37480 2.29492 1.69076  C6 1.090
16 H -1.23110 1.93129 2.12078  C6 1.099
17 O 4.63643 -1.92444 5.33320  H18 0.961, H19 0.965
18 H 4.60699 -2.80622 4.95290  O17 0.961
19 H 4.81212 -1.39273 4.54709  O17 0.965

Calculated values
SMILES: C=CC/C=C/C.O
Charge: 0
Orbital gap: 9.3 eV
LUMO energy: 0.0336 Eh